No. 1
A single C19H28N2O4S molecule in a non-equilibrium geometry. Source: the Open Molecules 2025 dataset; level of theory: the ωB97M-V functional and the def2-TZVPD basis.

Last column: Löwdin charge in e.
Element x y z (Å)
C 5.76 2.62 -0.42  -0.0728
O 4.91 1.68 -1.17  -0.2470
C 5.64 0.50 -1.64  -0.1801
C 6.12 -0.44 -0.57  -0.1312
C 5.45 -1.65 -0.91  -0.4586
O 6.16 -2.73 -1.09  0.0058
N 4.29 -1.77 -0.34  -0.0042
C 3.25 -0.81 -0.23  -0.1720
C 2.18 -0.50 -1.20  -0.0954
C 1.42 -1.67 -1.57  -0.1980
O 0.70 -2.25 -0.40  -0.0453
C -0.40 -1.76 0.13  -0.0988
C -1.15 -2.21 1.22  -0.0172
C -2.27 -1.65 1.71  0.1264
C -3.08 -0.76 0.58  -0.0542
C -4.31 -0.05 1.35  -0.3224
O -5.05 -0.86 2.00  -0.0019
N -4.69 1.11 0.67  0.0846
C -5.85 1.86 1.21  -0.2275
C -5.55 3.12 1.93  -0.6737
S -4.72 4.24 1.09  0.8579
C -6.19 4.77 -0.13  -0.2480
C -2.45 -0.13 -0.35  -0.1247
C -1.09 -0.47 -0.78  0.1200
C 2.34 -3.07 -1.71  0.0103
C 3.52 -3.11 -0.54  0.0056
H 6.52 2.99 -1.20  0.1011
H 4.87 3.38 -0.29  0.1261
H 6.24 2.31 0.49  0.0685
H 6.85 0.81 -2.09  0.1925
H 5.17 0.02 -2.47  0.1042
H 7.16 -0.53 -0.54  0.1183
H 5.86 -0.16 0.34  0.0935
H 3.84 0.09 -0.07  0.1051
H 2.72 -0.91 0.88  0.1996
H 1.53 0.03 -0.84  0.0280
H 2.73 -0.37 -2.23  0.1949
H 0.77 -1.76 -2.19  0.0416
H -0.78 -2.76 1.74  -0.0195
H -2.78 -2.04 2.35  0.0081
H -4.08 1.66 0.33  -0.0063
H -6.28 1.07 1.96  0.1525
H -6.49 2.03 0.40  0.0759
H -6.60 3.36 2.38  0.1459
H -4.97 2.91 2.61  -0.0337
H -6.52 3.84 -0.63  0.0320
H -6.96 5.35 0.68  0.1172
H -5.66 5.48 -0.61  -0.0611
H -2.72 0.62 -0.89  0.0527
H -0.78 -0.42 -1.67  -0.0067
H 1.81 -3.92 -1.97  0.0787
H 2.74 -2.86 -2.74  0.1129
H 4.18 -3.73 -0.85  0.0243
H 2.98 -3.34 0.36  0.1161

Summary:
- highest occupied orbital energy (eV) = -7.75
- SMILES = COCCC(=O)N1CCC(Oc2ccc(C(=O)NCCSC)cc2)CC1
- Kohn-Sham gap (eV) = 7.90


No. 2
A molecular structure, C31H27BrHoIOP in a non-equilibrium geometry. Source: the Open Molecules 2025 dataset; level of theory: the ωB97M-V functional and the def2-TZVPD basis.

Last column: Löwdin charge in e.
Element x y z (Å)
Ho 10.80 14.67 8.07  1.2619
O 11.02 14.60 10.36  -0.1540
C 10.86 13.39 10.01  -0.4059
C 10.74 12.31 10.95  -0.2435
C 10.70 12.50 12.33  0.0273
C 10.90 11.37 13.15  -0.0465
C 11.01 10.16 12.54  -0.0650
C 10.86 9.97 11.16  -0.0599
C 10.77 11.06 10.30  -0.2892
P 10.90 10.86 8.47  1.0189
C 9.81 12.08 7.66  -0.4739
C 8.77 12.79 8.25  -0.1493
C 8.03 13.84 7.60  -0.0191
C 8.45 14.31 6.30  -0.0801
C 9.45 13.60 5.70  -0.1150
C 10.08 12.50 6.35  -0.1544
C 9.98 9.31 8.16  -0.4052
C 10.78 8.22 7.85  -0.1238
C 10.19 6.98 7.75  -0.0970
C 8.86 6.77 8.00  -0.0987
C 8.07 7.86 8.23  -0.0669
C 8.60 9.18 8.17  -0.0499
H 10.59 13.45 12.78  0.1155
H 10.98 11.43 14.22  0.1160
H 10.97 9.19 13.03  0.1198
H 10.83 8.94 10.80  0.1083
H 8.54 12.74 9.25  0.0959
H 7.29 14.37 8.17  0.1134
H 8.05 15.22 5.94  0.1146
H 9.83 13.78 4.74  0.1106
H 10.99 12.19 5.80  0.1047
H 11.87 8.34 7.80  0.1082
H 10.89 6.13 7.45  0.1356
H 8.37 5.73 7.96  0.1463
H 7.02 7.69 8.31  0.0992
H 8.00 10.11 8.36  0.1169
C 7.49 18.48 9.56  -0.0567
C 8.91 18.96 9.26  -0.6607
C 8.91 20.23 8.46  -0.0656
C 9.73 19.12 10.54  -0.0761
C 9.66 17.87 8.48  -0.1461
C 10.29 16.93 8.04  -0.2401
H 6.96 19.31 10.05  0.0899
H 7.56 17.65 10.25  0.0811
H 6.98 18.26 8.60  0.0935
H 8.60 21.03 9.15  0.0925
H 8.22 20.16 7.62  0.0904
H 9.95 20.46 8.21  0.0922
H 9.20 19.87 11.28  0.1223
H 10.70 19.66 10.33  0.1015
H 9.93 18.25 11.16  0.0743
Br 13.59 16.31 8.50  0.8442
C 15.10 15.42 7.80  -0.7040
C 16.26 16.12 7.54  -0.1439
C 17.39 15.60 7.01  -0.0604
C 17.43 14.23 6.76  -0.0547
C 16.26 13.53 6.90  -0.1567
C 15.08 14.09 7.45  -0.6789
I 13.50 12.71 7.70  1.1157
H 16.27 17.15 7.90  0.1166
H 18.27 16.22 7.04  0.1187
H 18.34 13.77 6.42  0.1172
H 16.30 12.50 6.68  0.0780

Summary:
- highest occupied orbital energy (spin up / spin down) (eV) = -10.79 / -10.87
- Kohn-Sham gap (spin up / spin down) (eV) = 7.33 / 7.45
- net charge = +1
- multiplicity = 5


No. 3
7 unconnected molecules or ions with the total composition C26H37F15O16 in a non-equilibrium geometry. Source: the Open Molecules 2025 dataset; level of theory: the ωB97M-V functional and the def2-TZVPD basis.

Last column: Löwdin charge in e.
Element x y z (Å)
C 2.10 3.42 4.29  -0.0579
C 0.62 3.25 4.01  -0.1649
O 0.01 2.21 4.86  0.0353
C -1.28 2.03 4.65  -0.4232
O -2.00 2.71 4.02  0.1637
C -1.83 0.71 5.31  -0.5392
F -0.85 0.02 5.88  0.1775
F -2.82 0.97 6.14  0.1950
F -2.34 -0.07 4.33  0.1370
H 2.59 3.62 3.34  0.0773
H 2.44 2.50 4.78  0.0840
H 2.38 4.25 4.93  0.0775
H 0.44 2.96 2.98  0.1308
H 0.12 4.17 4.31  0.1239
C 3.10 -4.49 1.94  -0.0520
C 3.74 -4.60 0.55  -0.1142
O 2.72 -4.42 -0.56  0.0698
C 2.24 -3.27 -0.75  -0.5052
O 2.46 -2.24 -0.25  0.1704
C 1.13 -3.29 -1.92  -0.5102
F 0.65 -4.51 -2.16  0.1589
F 0.11 -2.48 -1.61  0.1514
F 1.66 -2.83 -3.07  0.1458
H 2.49 -5.38 2.06  0.0856
H 2.65 -3.51 2.06  0.0754
H 3.95 -4.47 2.63  0.0905
H 4.18 -5.56 0.35  0.1221
H 4.51 -3.85 0.39  0.1201
C -0.59 -2.77 2.09  -0.0452
C -0.44 -4.01 2.95  -0.1832
O -1.03 -3.77 4.26  0.0318
C -1.28 -4.84 5.00  -0.4017
O -1.14 -5.97 4.70  0.1847
C -1.82 -4.35 6.41  -0.5290
F -0.93 -3.56 7.06  0.1466
F -2.91 -3.59 6.24  0.1625
F -2.13 -5.37 7.19  0.1745
H -0.09 -1.86 2.44  0.0806
H -1.64 -2.51 2.05  0.0811
H -0.15 -2.97 1.12  0.0657
H 0.61 -4.25 3.13  0.1021
H -0.87 -4.92 2.50  0.1327
C 4.59 0.96 -2.06  -0.0595
C 4.10 -0.40 -2.50  -0.1467
O 4.55 -0.69 -3.89  0.0294
C 3.83 -0.24 -4.89  -0.4259
O 2.84 0.39 -4.89  0.1846
C 4.47 -0.71 -6.24  -0.5327
F 4.62 0.34 -7.06  0.1526
F 5.69 -1.25 -6.06  0.1506
F 3.68 -1.59 -6.84  0.1786
H 4.69 0.98 -0.98  0.0820
H 3.93 1.80 -2.27  0.0716
H 5.53 1.26 -2.52  0.0878
H 3.01 -0.42 -2.44  0.0929
H 4.63 -1.20 -1.99  0.1212
C 0.55 0.92 -2.53  -0.0485
C -0.91 1.26 -2.22  -0.1033
O -1.16 1.08 -0.72  0.0428
C -2.32 0.71 -0.31  -0.4423
O -3.33 0.45 -0.89  0.1613
C -2.36 0.70 1.29  -0.5445
F -3.36 0.01 1.78  0.1901
F -1.22 0.25 1.83  0.1417
F -2.53 1.98 1.64  0.1401
H 1.18 1.77 -2.26  0.0799
H 0.52 0.77 -3.61  0.0820
H 0.83 0.04 -1.95  0.0610
H -1.64 0.57 -2.65  0.0897
H -1.18 2.27 -2.53  0.1304
C -2.26 5.29 2.12  -0.0169
O -3.13 6.28 1.52  0.0082
C -2.59 7.27 0.84  -0.6263
O -1.42 7.53 0.78  0.1226
O -3.56 7.96 0.22  -0.0153
C -3.19 9.11 -0.55  -0.0329
H -1.26 5.73 2.19  0.0879
H -2.33 4.41 1.51  0.0815
H -2.56 5.10 3.15  0.0876
H -4.14 9.39 -1.02  0.0929
H -2.50 8.78 -1.32  0.0953
H -2.87 9.91 0.11  0.0979
C -4.53 -0.29 -4.74  0.0099
O -3.88 -1.58 -5.01  -0.0332
C -2.54 -1.71 -5.05  -0.6399
O -1.76 -0.88 -4.80  0.1469
O -2.31 -2.98 -5.41  -0.0296
C -0.93 -3.44 -5.78  0.0388
H -4.84 0.06 -5.74  0.0952
H -3.80 0.36 -4.26  0.0823
H -5.37 -0.61 -4.13  0.0938
H -0.62 -2.93 -6.68  0.0961
H -1.20 -4.48 -5.96  0.0917
H -0.38 -3.36 -4.86  0.0702

Summary:
- highest occupied orbital energy (eV) = -10.74
- SMILES = CCOC(=O)C(F)(F)F.CCOC(=O)C(F)(F)F.CCOC(=O)C(F)(F)F.CCOC(=O)C(F)(F)F.CCOC(=O)C(F)(F)F.COC(=O)OC.COC(=O)OC
- Kohn-Sham gap (eV) = 10.91


No. 4
A single C6H10 molecule in a non-equilibrium geometry. Source: the Open Molecules 2025 dataset; level of theory: the ωB97M-V functional and the def2-TZVPD basis.

Last column: Löwdin charge in e.
Element x y z (Å)
C 0.78 0.81 1.47  -0.1250
C 1.53 0.18 0.41  -0.2044
C 1.10 0.31 -0.92  -0.1312
H 2.12 -0.70 0.67  0.1050
H 1.21 0.70 2.46  0.0764
H 0.53 1.86 1.28  0.0803
H -0.27 0.34 1.32  0.0627
H 1.73 -0.11 -1.69  0.0852
H 0.73 1.29 -1.21  0.0922
C -1.78 0.14 -0.03  -0.0303
C -0.42 -0.77 -0.91  -0.2393
C -0.44 -1.92 -1.31  0.0740
H -2.18 -0.52 0.73  0.0526
H -1.67 1.19 0.23  0.0428
H -2.40 0.13 -0.92  0.0400
H -0.58 -2.94 -1.56  0.0189

Summary:
- highest occupied orbital energy (spin up / spin down) (eV) = -7.15 / -7.22
- Kohn-Sham gap (spin up / spin down) (eV) = 7.16 / 7.60


No. 5
6 unconnected molecules or ions with the total composition C38H86F3N4O2S in a non-equilibrium geometry. Source: the Open Molecules 2025 dataset; level of theory: the ωB97M-V functional and the def2-TZVPD basis.

Last column: Löwdin charge in e.
Element x y z (Å)
N -6.14 -0.04 5.21  -0.0155
C -5.74 0.25 3.81  -0.2530
C -4.63 -0.78 3.35  -0.1644
C -3.42 0.06 2.77  -0.1493
C -2.53 0.71 3.96  -0.2346
C -2.01 2.11 3.45  -0.1040
N -1.06 2.78 4.41  0.0781
C -0.62 1.73 5.25  -0.3513
N -0.72 1.89 6.52  0.3325
N -0.13 0.57 4.60  -0.0934
S 1.07 -0.25 5.50  0.7597
O 1.85 0.65 6.29  -0.2376
O 0.59 -1.39 6.24  -0.2445
C 2.28 -0.98 4.22  -0.6495
F 2.03 -0.36 3.07  0.1350
F 2.15 -2.30 4.14  0.1793
F 3.50 -0.66 4.57  0.1809
C -1.34 -0.28 4.29  -0.1075
H -6.33 -1.04 5.26  0.0649
H -5.38 0.21 5.83  0.0501
H -6.60 0.20 3.13  0.1135
H -5.33 1.28 3.78  0.1025
H -5.00 -1.39 2.51  0.1127
H -4.29 -1.39 4.20  0.0918
H -3.74 0.91 2.16  0.1047
H -2.77 -0.58 2.15  0.1038
H -3.22 0.79 4.82  0.1301
H -1.59 2.03 2.42  0.1250
H -2.89 2.78 3.37  0.1323
H -0.23 3.06 3.87  0.1521
H -0.52 1.17 7.21  0.1645
H -0.97 2.83 6.85  0.1808
H -1.69 -0.90 5.14  0.1277
H -1.12 -0.96 3.45  0.1302
C 9.31 -0.82 1.54  -0.1102
C 8.20 -1.12 0.54  -0.2691
C 7.01 -0.17 0.66  -0.2280
C 6.28 -0.20 2.00  -0.2266
C 5.73 -1.56 2.41  -0.2661
C 4.68 -2.10 1.45  -0.1057
H 8.98 -0.93 2.57  0.0647
H 10.15 -1.51 1.39  0.0715
H 9.69 0.19 1.40  0.0763
H 7.87 -2.16 0.66  0.0987
H 8.60 -1.05 -0.47  0.1062
H 6.30 -0.39 -0.15  0.1007
H 7.36 0.85 0.48  0.1105
H 5.45 0.52 1.96  0.1057
H 6.95 0.16 2.79  0.1031
H 5.28 -1.47 3.40  0.0788
H 6.54 -2.29 2.51  0.1050
H 3.83 -1.41 1.36  0.0606
H 4.30 -3.06 1.80  0.0719
H 5.09 -2.26 0.45  0.0699
C -0.72 0.09 -0.60  -0.0995
C -1.27 1.51 -0.56  -0.2789
C -1.51 2.09 -1.95  -0.2162
C -0.26 2.22 -2.82  -0.2212
C 0.86 3.07 -2.23  -0.2569
C 0.46 4.52 -2.00  -0.1031
H 0.25 0.03 -1.09  0.0666
H -0.59 -0.28 0.42  0.0508
H -1.41 -0.58 -1.12  0.0827
H -0.58 2.15 0.01  0.0908
H -2.21 1.51 -0.01  0.0884
H -1.99 3.07 -1.85  0.0971
H -2.23 1.46 -2.48  0.1160
H -0.55 2.65 -3.79  0.1006
H 0.13 1.23 -3.05  0.0820
H 1.72 3.05 -2.91  0.1030
H 1.22 2.64 -1.29  0.0973
H 0.15 4.99 -2.94  0.0615
H 1.30 5.10 -1.61  0.0728
H -0.36 4.61 -1.28  0.0667
C -2.34 5.20 -9.11  -0.1098
C -1.41 5.57 -7.96  -0.2686
C -1.25 4.45 -6.93  -0.2308
C -2.54 4.05 -6.21  -0.2265
C -3.25 5.18 -5.46  -0.2618
C -2.41 5.77 -4.34  -0.1092
H -3.36 5.01 -8.77  0.0655
H -2.39 6.02 -9.83  0.0709
H -1.98 4.31 -9.64  0.0758
H -1.76 6.48 -7.48  0.0990
H -0.42 5.80 -8.37  0.1055
H -0.50 4.75 -6.20  0.0967
H -0.85 3.56 -7.43  0.1063
H -2.30 3.25 -5.50  0.0949
H -3.24 3.61 -6.92  0.1030
H -4.17 4.78 -5.03  0.1049
H -3.55 5.97 -6.16  0.1007
H -2.13 5.01 -3.61  0.0486
H -2.97 6.55 -3.82  0.0732
H -1.49 6.23 -4.72  0.0686
C 1.80 0.74 -5.89  -0.1009
C 0.85 -0.45 -5.75  -0.2651
C 1.23 -1.39 -4.60  -0.2308
C 2.59 -2.06 -4.74  -0.2290
C 2.78 -2.89 -6.01  -0.2692
C 1.81 -4.07 -6.11  -0.1115
H 2.82 0.42 -6.13  0.0694
H 1.47 1.39 -6.70  0.0690
H 1.83 1.33 -4.97  0.0576
H 0.80 -1.00 -6.69  0.1013
H -0.16 -0.06 -5.57  0.0997
H 0.45 -2.15 -4.50  0.1019
H 1.21 -0.82 -3.66  0.0897
H 2.74 -2.71 -3.87  0.1083
H 3.38 -1.31 -4.69  0.1012
H 3.80 -3.28 -6.02  0.1054
H 2.69 -2.26 -6.89  0.0995
H 1.92 -4.74 -5.26  0.0745
H 2.01 -4.64 -7.02  0.0710
H 0.77 -3.73 -6.16  0.0648
C -0.37 -5.01 5.15  -0.0997
C -1.49 -5.32 4.16  -0.2609
C -2.66 -4.37 4.30  -0.2372
C -3.39 -4.42 5.65  -0.2322
C -3.94 -5.79 6.04  -0.2639
C -5.00 -6.31 5.07  -0.1062
H -0.71 -5.13 6.18  0.0715
H 0.47 -5.69 4.99  0.0765
H -0.01 -3.99 5.02  0.0506
H -1.81 -6.36 4.26  0.1051
H -1.09 -5.23 3.14  0.1074
H -3.38 -4.57 3.50  0.1043
H -2.31 -3.34 4.14  0.0836
H -4.21 -3.70 5.62  0.0959
H -2.71 -4.07 6.44  0.1000
H -4.39 -5.71 7.04  0.1075
H -3.13 -6.52 6.13  0.1023
H -5.84 -5.62 5.01  0.0748
H -5.38 -7.27 5.42  0.0739
H -4.60 -6.45 4.07  0.0669

Summary:
- highest occupied orbital energy (eV) = -11.79
- Kohn-Sham gap (eV) = 7.14
- net charge = +1


No. 6
A molecular structure, C5H10O2 in a non-equilibrium geometry. Source: the Open Molecules 2025 dataset; level of theory: the ωB97M-V functional and the def2-TZVPD basis.

Last column: Löwdin charge in e.
Element x y z (Å)
C 0.86 -1.84 0.49  -0.0519
C -0.34 -0.95 0.40  -0.4616
O -1.36 -1.07 1.34  0.0087
C 0.27 0.51 0.34  -0.2410
C -0.41 0.73 -1.05  -0.1368
C -0.19 2.15 -0.68  -0.1895
O -0.19 1.82 0.73  -0.0661
H 0.55 -2.88 0.44  0.0842
H 1.53 -1.64 -0.36  0.0938
H 1.39 -1.61 1.41  0.0869
H -0.84 -1.28 -0.54  0.1316
H -1.03 -0.54 2.07  0.1005
H 1.37 0.58 0.29  0.1520
H 0.02 0.22 -1.92  0.1242
H -1.49 0.48 -1.00  0.1290
H -0.96 2.86 -0.96  0.1145
H 0.82 2.45 -1.01  0.1215

Summary:
- highest occupied orbital energy (eV) = -9.24
- Kohn-Sham gap (eV) = 10.17


No. 7
A gas-phase ion, C4H11N5 (charge +2) in a non-equilibrium geometry. Source: the Open Molecules 2025 dataset; level of theory: the ωB97M-V functional and the def2-TZVPD basis.

Last column: Löwdin charge in e.
Element x y z (Å)
C 0.84 -0.63 -0.85  -0.2757
C -0.55 -0.48 -0.15  -0.2244
C -0.51 0.93 0.55  -0.1977
C -0.90 2.21 -0.25  0.0548
N 1.63 0.32 -0.70  0.0281
N 1.77 1.38 -0.40  0.2897
N -0.22 1.01 1.78  0.2765
N 1.07 -1.99 -1.14  0.2142
N -0.72 -1.66 0.58  0.0992
H -1.30 -0.50 -0.98  0.1849
H 0.13 2.54 -0.77  0.1437
H -1.24 2.99 0.50  0.1330
H -1.52 2.13 -1.08  0.0745
H -1.64 -1.94 0.49  0.1064
H 0.36 0.30 2.33  0.2064
H 0.79 -2.25 -2.19  0.2572
H 2.03 -2.19 -1.03  0.1564
H 0.32 -2.39 -0.42  0.1619
H 0.00 1.90 2.19  0.1654
H -0.33 -1.66 1.53  0.1456

Summary:
- highest occupied orbital energy (eV) = -17.55
- Kohn-Sham gap (eV) = 8.44
- net charge = +2


No. 8
A molecular structure, C8H19FeI2O3P2 in a non-equilibrium geometry. Source: the Open Molecules 2025 dataset; level of theory: the ωB97M-V functional and the def2-TZVPD basis.

Last column: Löwdin charge in e.
Element x y z (Å)
I -2.73 0.14 -0.49  0.8383
I 2.20 0.30 -0.31  0.8515
Fe -0.27 0.13 -0.30  -0.5183
P -0.29 -2.17 -0.50  0.7175
C -0.54 -3.23 0.97  -0.2105
C -1.50 -2.90 -1.67  -0.2742
H -1.25 -3.96 -1.83  0.0706
H 1.08 -4.01 -1.34  0.0744
H -1.44 -2.36 -2.63  0.0590
H 1.63 -2.43 -1.99  0.0430
H -1.42 -2.86 1.51  0.0645
H -2.51 -2.80 -1.27  0.0267
C 1.27 -2.95 -1.10  -0.2723
H -0.70 -4.28 0.67  0.0852
H 2.03 -2.88 -0.31  0.0363
H 0.33 -3.12 1.62  0.0351
P -0.19 2.45 -0.53  0.6835
C -0.39 3.34 1.06  -0.2181
C 1.25 3.38 -1.21  -0.2936
H -1.56 2.70 -2.52  0.0586
H -1.30 4.27 -1.70  0.0713
H -2.48 3.09 -1.04  0.0241
C -1.52 3.21 -1.55  -0.2744
H 1.56 2.93 -2.16  0.0511
H 0.95 4.42 -1.39  0.0716
H -0.36 4.42 0.87  0.0825
H 0.43 3.07 1.73  0.0609
H 2.09 3.34 -0.51  0.0325
H -1.34 3.06 1.51  0.0592
C -0.27 0.14 1.81  -0.2523
O -0.83 0.66 2.69  0.1304
O 2.81 -2.25 3.08  0.3422
C 2.04 -1.28 2.98  -0.3277
O 0.82 -1.34 2.57  -0.1186
H 2.38 -0.25 3.27  0.1901

Summary:
- highest occupied orbital energy (spin up / spin down) (eV) = -16.48 / -16.50
- Kohn-Sham gap (spin up / spin down) (eV) = 7.37 / 5.28
- net charge = +2
- multiplicity = 6